Run one
Computed, not measured: a cluster of 2 separate species, C5H14NO in total, with the ωB97M-V functional and the def2-TZVPD basis.

Structure (ORCA input):
```
! wB97M-V def2-TZVPD RIJCOSX def2/J DEFGRID3
* xyz 1 1
C -0.570 -0.285 -1.641
C -0.111 1.037 -1.050
C -0.295 1.350 0.413
C -1.088 0.759 1.302
C -1.272 1.250 2.697
N 0.109 -1.384 -0.900
H -0.310 -0.337 -2.706
H -1.661 -0.290 -1.753
H -0.725 1.833 -1.516
H 0.930 1.321 -1.283
H 0.410 2.123 0.722
H -1.707 -0.079 0.999
H -1.745 2.249 2.707
H -0.331 1.458 3.205
H -1.919 0.619 3.297
H 0.321 -1.242 0.089
H 1.038 -1.645 -1.311
H -0.336 -2.280 -1.123
H 3.239 -2.123 0.041
H 3.306 -2.307 -1.440
O 2.719 -2.028 -0.749
*
```

As for the HOMO-LUMO gap: 9.6 eV. Its highest occupied orbital energy is -12.80 eV.

***

Run two
Computed, not measured: a cluster of 2 separate species, C5H14NO in total, with the ωB97M-V functional and the def2-TZVPD basis.

Structure (ORCA input):
```
! wB97M-V def2-TZVPD RIJCOSX def2/J DEFGRID3
* xyz 1 1
C 0.353 1.187 -0.302
C 1.290 0.334 0.540
C 0.854 -1.116 0.747
C -0.952 -1.385 2.445
C -0.577 -1.244 1.190
N 0.872 1.340 -1.701
H -0.660 0.845 -0.292
H 0.155 2.185 0.094
H 1.285 0.743 1.554
H 2.311 0.432 0.206
H 1.003 -1.760 -0.133
H 1.514 -1.667 1.415
H -0.204 -1.474 3.231
H -1.947 -1.355 2.869
H -1.311 -1.210 0.398
H 0.886 2.308 -2.019
H 0.276 0.787 -2.323
H 1.844 1.035 -1.755
H -2.582 -0.592 -1.589
H -2.443 0.571 -2.608
O -1.965 0.037 -1.966
*
```

As for the HOMO-LUMO gap: 9.6 eV. Its highest occupied orbital energy is -13.09 eV.

***

Run three
Computed, not measured: a cluster of 2 separate species, C5H14NO in total, with the ωB97M-V functional and the def2-TZVPD basis.

Structure (ORCA input):
```
! wB97M-V def2-TZVPD RIJCOSX def2/J DEFGRID3
* xyz 1 1
C -1.740 -0.595 -1.480
C -0.690 0.009 -0.571
C 0.153 -1.218 -0.026
C 1.609 -0.908 -0.301
C 2.701 -1.337 0.260
N -1.341 0.965 0.401
H -2.622 -1.036 -0.893
H -2.269 0.270 -2.029
H -1.277 -1.297 -2.193
H 0.152 0.631 -1.085
H -0.095 -2.134 -0.498
H -0.031 -1.513 0.976
H 1.732 -0.229 -1.120
H 3.662 -1.040 -0.201
H 2.806 -2.176 0.957
H -0.676 1.551 0.867
H -2.018 0.491 1.084
H -1.948 1.530 -0.242
H 0.732 3.311 1.537
H 0.950 2.165 2.616
O 0.209 2.562 1.943
*
```

As for the HOMO-LUMO gap: 10.1 eV. Its highest occupied orbital energy is -13.37 eV.

***

Run four
Computed, not measured: a cluster of 2 separate species, C5H14NO in total, with the ωB97M-V functional and the def2-TZVPD basis.

Structure (ORCA input):
```
! wB97M-V def2-TZVPD RIJCOSX def2/J DEFGRID3
* xyz 1 1
C -0.646 0.172 0.995
O -1.358 1.028 0.124
C -0.451 -1.095 0.237
C 0.198 -1.129 -1.014
C 1.495 -2.086 -0.820
C 2.509 -1.444 0.109
N -2.249 4.129 0.183
H 0.282 0.685 1.254
H -1.209 0.030 1.911
H -1.792 0.507 -0.561
H -1.247 -1.827 0.381
H 0.652 -0.178 -1.276
H -0.438 -1.610 -1.747
H 1.848 -2.209 -1.833
H 1.198 -3.061 -0.442
H 3.430 -2.012 0.222
H 2.099 -1.367 1.121
H 2.781 -0.455 -0.245
H -2.496 4.868 0.825
H -1.554 3.511 0.576
H -3.052 3.542 -0.002
*
```

As for the HOMO-LUMO gap: 4.8 eV. Its highest occupied orbital energy is -12.28 eV.

***

Which of them is the most stable? Correct choice: run one.